{
  "formula": "C7H17ClNO3",
  "method": "the ωB97M-V functional and the def2-TZVPD basis",
  "elements": ["C", "C", "C", "N", "Cl", "H", "H", "H", "H", "H", "H", "H", "H", "H", "C", "C", "O", "C", "O", "O", "C", "H", "H", "H", "H", "H", "H", "H", "H"],
  "xyz": [[1.7159, 2.1432, 0.3638], [0.9259, 1.6178, 1.5653], [1.5283, 0.3393, 2.1331], [2.6460, 0.7211, 3.0832], [3.7233, -0.5705, 3.4926], [2.7967, 2.0024, 0.4757], [1.5284, 3.2011, 0.1951], [1.4245, 1.6036, -0.5368], [0.8718, 2.3809, 2.3495], [-0.0924, 1.3656, 1.2678], [1.9898, -0.2724, 1.3620], [0.8249, -0.2550, 2.7115], [2.2496, 1.0676, 3.9608], [3.1996, 1.4811, 2.6754], [-0.5599, -2.6339, -3.1214], [-0.9238, -2.7807, -1.6628], [-0.9232, -1.5016, -0.9808], [-2.0166, -0.7625, -1.1760], [-2.9849, -1.0667, -1.8143], [-1.8560, 0.3918, -0.5129], [-2.9503, 1.3127, -0.6564], [0.3983, -2.1246, -3.2295], [-0.4792, -3.6199, -3.5788], [-1.3212, -2.0696, -3.6573], [-0.1839, -3.3696, -1.1247], [-1.9005, -3.2445, -1.5368], [-3.8913, 0.8301, -0.4052], [-2.9951, 1.6884, -1.6765], [-2.7447, 2.1250, 0.0345]],
  "forces_ev_per_a": [[-0.060, -0.122, -0.043], [0.188, -0.073, -0.096], [-0.079, 0.054, -0.040], [-0.101, 0.112, 0.025], [0.021, -0.020, -0.001], [0.003, 0.121, 0.048], [0.016, -0.004, 0.006], [0.026, -0.020, 0.002], [-0.180, -0.071, 0.043], [-0.039, 0.138, 0.028], [-0.054, -0.073, -0.022], [0.064, -0.043, 0.017], [0.027, 0.019, -0.025], [0.070, -0.085, -0.035], [0.005, 0.088, 0.005], [0.004, -0.118, -0.014], [-0.007, 0.030, -0.005], [0.006, -0.033, 0.058], [0.050, 0.018, -0.011], [0.077, 0.096, 0.071], [-0.030, -0.002, 0.004], [0.014, -0.032, -0.005], [-0.002, -0.004, 0.000], [-0.014, -0.017, 0.003], [0.012, 0.033, 0.015], [-0.016, 0.037, -0.006], [0.002, -0.007, -0.007], [-0.012, -0.024, -0.008], [0.009, 0.002, -0.008]],
  "orbital_gap_ev": 8.5480,
  "spin_multiplicity": 1,
  "homo_ev": -13.2,
  "charge": 1,
  "largest_force_ev_per_a": 0.22
}



{
  "formula": "C6H13N6S",
  "method": "the ωB97M-V functional and the def2-TZVPD basis",
  "elements": ["C", "C", "C", "C", "C", "C", "N", "N", "N", "N", "N", "N", "S", "H", "H", "H", "H", "H", "H", "H", "H", "H", "H", "H", "H", "H"],
  "xyz": [[-2.7168, 1.6094, 0.4683], [-3.6866, 0.7497, 0.8355], [-1.7703, -0.2072, -0.5634], [2.2829, -1.5299, 0.9522], [1.7814, 0.6037, 1.4668], [1.5759, -0.0595, -1.0045], [-1.6701, 1.0877, -0.2238], [0.7975, 2.0702, -1.2434], [1.4679, 1.0745, -1.5664], [-0.7983, -2.1994, -1.2821], [-0.9129, -0.8561, -1.2762], [1.7133, -0.3592, 0.3330], [-3.2566, -0.8581, 0.3576], [-2.6496, 2.6158, 0.5707], [-4.6508, 0.8462, 1.2553], [1.6882, -2.0535, 1.6079], [2.4376, -2.2205, 0.1160], [3.1781, -1.3689, 1.4071], [2.7286, 0.8358, 1.9613], [1.3221, 1.4873, 1.0511], [1.0416, 0.3363, 2.1911], [1.7614, -0.8046, -1.7838], [1.2341, 2.9159, -1.7773], [-0.4287, -2.4998, -2.2110], [-1.3412, -2.8561, -0.7724], [-1.1285, 1.6406, -0.8696]],
  "forces_ev_per_a": [[-1.733, -1.702, 0.156], [1.522, 0.097, -0.685], [-0.941, -3.380, 0.692], [-0.440, -2.287, -5.270], [-1.928, 2.084, -1.818], [-0.028, -5.471, 3.761], [0.732, 0.166, -0.930], [1.481, 0.663, -1.661], [0.133, 5.473, -0.191], [1.920, -0.934, -2.295], [-0.410, 2.311, 0.827], [1.086, 1.990, 0.108], [1.431, -0.434, -1.138], [-0.399, 2.864, 0.614], [-0.492, 0.651, 0.630], [-2.058, -0.513, 1.522], [0.328, -0.370, 0.319], [2.614, 0.974, 1.117], [0.168, -0.616, -0.679], [0.278, 0.926, 0.271], [-0.273, -0.711, 0.560], [-0.271, -0.607, 0.921], [-0.930, -1.489, 0.855], [-0.908, -0.025, 1.477], [-0.952, -0.051, 0.371], [0.071, 0.392, 0.467]],
  "orbital_gap_ev": [4.2941, 4.2970],
  "spin_multiplicity": 1,
  "homo_ev": [-10.2, -10.2],
  "charge": 1,
  "largest_force_ev_per_a": 6.64
}